Record 1
Density functional theory data (ωB97M-V with the def2-TZVPD basis set) for a structure of composition C7H15N2Pt.

```
25
Properties=species:S:1:pos:R:3
C -2.694 -0.137 -1.712
Pt 1.110 -1.199 0.774
N 2.464 0.212 1.470
N 1.591 -0.670 -1.251
H 2.876 0.037 2.384
H -2.783 0.900 -1.581
H -3.466 -0.694 -1.184
H -1.735 -0.383 -1.235
H -2.625 -0.422 -2.764
H 2.443 -1.018 -1.720
H 1.636 0.336 -1.291
H 0.828 -0.930 -1.874
H 3.201 0.446 0.802
H 1.852 1.033 1.571
C -2.179 -0.891 4.301
C -1.784 0.296 3.676
C -0.946 0.238 2.546
C -0.454 -1.000 2.124
C -1.032 -2.174 2.592
C -1.855 -2.134 3.739
H -2.779 -0.863 5.213
H -2.113 1.252 4.071
H -0.679 1.132 1.982
H -0.817 -3.100 2.058
H -2.207 -3.074 4.177
```

Computed properties:
E_tot ... -504.44655 hartree
⟨S²⟩ ... 2.00
Highest occupied orbital energy (alpha / beta) ... -0.0008 / -0.1261 hartree
HOMO-LUMO gap (alpha / beta) ... 2.9 / 6.6 eV
Total charge ... -1
2S+1 ... 3

=====

Record 2
Density functional theory data (ωB97M-V with the def2-TZVPD basis set) for a cluster of 2 separate species, C2H2ClI in total.

```
6
Properties=species:S:1:pos:R:3
C 0.672 -0.868 0.225
C 1.428 0.067 0.230
Cl 2.522 1.348 0.305
H 0.009 -1.644 0.082
I -2.534 0.859 -1.118
H -2.096 0.238 0.276
```

Computed properties:
E_tot ... -835.19690 hartree
Highest occupied orbital energy ... -0.3653 hartree
HOMO-LUMO gap ... 10.6 eV
Total charge ... 0
SMILES ... C#CCl.I

=====

Record 3
Density functional theory data (ωB97M-V with the def2-TZVPD basis set) for the molecule C5H10O.

```
16
Properties=species:S:1:pos:R:3
C 1.794 0.294 0.494
C 0.808 0.205 -0.662
C -0.621 -0.037 -0.214
C -0.899 -1.507 0.146
C -1.408 1.202 0.121
O -1.543 0.596 -1.143
H 1.968 -0.681 0.965
H 1.396 0.969 1.259
H 2.758 0.683 0.153
H 1.112 -0.583 -1.369
H 0.777 1.137 -1.231
H -0.521 -2.177 -0.649
H -0.447 -1.906 1.069
H -1.972 -1.638 0.229
H -0.856 2.155 0.149
H -2.346 1.289 0.685
```

Computed properties:
E_tot ... -271.70200 hartree
Highest occupied orbital energy ... -0.3666 hartree
HOMO-LUMO gap ... 11.0 eV
Total charge ... 0
SMILES ... CC[C@@]1(C)CO1

=====

Record 4
Density functional theory data (ωB97M-V with the def2-TZVPD basis set) for a cluster of 2 separate species, C5H8N2 in total.

```
15
Properties=species:S:1:pos:R:3
C -2.064 -0.009 1.682
N -0.942 -0.084 0.757
C -0.647 -1.175 -0.087
C 0.502 -0.948 -0.801
C 0.832 0.385 -0.261
C 1.867 1.183 -0.566
N -0.101 0.867 0.706
H -2.866 -0.666 1.345
H -2.415 1.019 1.736
H -1.707 -0.330 2.659
H -1.368 -1.986 -0.083
H 1.914 -0.778 -2.610
H 2.405 -0.482 -3.098
H 2.602 0.853 -1.294
H 1.988 2.151 -0.086
```

Computed properties:
E_tot ... -304.63692 hartree
Highest occupied orbital energy ... -0.2915 hartree
HOMO-LUMO gap ... 6.8 eV
Total charge ... 0

=====

Record 5
Density functional theory data (ωB97M-V with the def2-TZVPD basis set) for the molecule C5H8O2.

```
15
Properties=species:S:1:pos:R:3
C -1.357 0.195 0.436
C -0.757 -0.628 -0.722
C 0.658 -1.146 -0.379
C 1.350 -0.058 0.400
O 1.732 -0.132 1.547
C 1.436 1.314 -0.295
O 1.351 1.453 -1.489
H -0.598 0.575 1.129
H -2.021 -0.401 1.067
H -1.906 1.066 0.068
H -0.696 -0.017 -1.627
H -1.414 -1.470 -0.964
H 0.629 -2.045 0.240
H 1.228 -1.358 -1.291
H 1.583 2.161 0.411
```

Computed properties:
E_tot ... -345.76543 hartree
Highest occupied orbital energy ... -0.3582 hartree
HOMO-LUMO gap ... 9.4 eV
Total charge ... 0
SMILES ... CCCC(=O)C=O

=====

Record 6
Density functional theory data (ωB97M-V with the def2-TZVPD basis set) for a cluster of 8 separate species, C26H57ClN4O8P in total.

```
97
Properties=species:S:1:pos:R:3
C -4.670 -0.270 1.553
C -4.109 -1.345 0.474
P -3.172 -0.552 -0.982
C -4.236 0.839 -1.755
C -3.329 1.679 -2.783
C -1.606 0.349 -0.357
N -1.747 1.455 0.490
N -0.842 2.266 1.025
C 0.430 1.868 0.614
C 1.611 2.823 1.161
C 2.649 2.309 2.235
C 3.652 3.437 2.630
C 3.666 4.871 2.069
N 2.725 5.270 1.084
C 1.779 4.286 0.712
C 0.883 0.699 -0.250
C 2.436 0.450 -0.532
C 3.062 1.460 -1.635
C 4.686 1.368 -1.499
Cl 5.461 0.427 -2.885
C -0.252 -0.190 -0.817
C -0.011 -1.439 -1.763
C -0.134 -2.865 -1.040
O 0.733 -2.940 0.128
C 0.215 -4.104 -2.018
N 0.751 -3.704 -3.350
H -4.738 0.796 1.148
H -4.026 -0.218 2.508
H -5.720 -0.594 1.894
H -5.026 -1.938 0.095
H -3.478 -2.095 1.064
H -5.132 0.358 -2.275
H -4.587 1.542 -0.910
H -2.410 2.163 -2.300
H -2.935 0.941 -3.583
H -3.939 2.536 -3.248
H -2.726 1.700 0.756
H 2.652 1.257 2.664
H 4.461 3.169 3.401
H 4.434 5.645 2.431
H 0.998 4.637 -0.064
H 3.078 0.388 0.422
H 2.507 -0.606 -1.000
H 2.674 2.528 -1.559
H 2.835 0.973 -2.659
H 5.024 0.868 -0.530
H 5.105 2.430 -1.561
H -0.843 -1.412 -2.568
H 0.977 -1.295 -2.325
H -1.221 -3.001 -0.689
H 0.123 -2.808 0.891
H 0.987 -4.781 -1.522
H -0.730 -4.730 -2.180
H 1.608 -3.141 -3.272
H 0.039 -3.256 -3.941
C 3.400 1.499 6.213
O 3.577 0.667 5.074
H 3.398 2.541 5.891
H 2.446 1.269 6.694
H 4.220 1.341 6.917
H 3.574 -0.247 5.386
C -2.109 5.744 2.175
O -2.606 5.112 1.002
H -2.749 6.593 2.416
H -2.120 5.035 3.006
H -1.090 6.098 2.000
H -2.022 4.365 0.813
C -5.444 5.255 3.023
O -5.409 4.588 4.276
H -4.760 4.755 2.338
H -6.457 5.217 2.614
H -5.131 6.294 3.152
H -6.021 5.049 4.863
C -4.439 -1.258 -5.419
O -3.085 -0.887 -5.641
H -4.485 -1.919 -4.552
H -5.037 -0.363 -5.224
H -4.826 -1.783 -6.295
H -3.072 -0.304 -6.411
C 2.805 -3.978 2.754
O 2.152 -2.724 2.627
H 3.403 -3.973 3.666
H 2.062 -4.777 2.815
H 3.458 -4.143 1.895
H 1.630 -2.755 1.813
C 4.939 -3.184 -0.371
O 6.276 -2.793 -0.631
H 4.931 -3.859 0.483
H 4.334 -2.302 -0.141
H 4.529 -3.701 -1.244
H 6.256 -2.198 -1.390
C 0.820 -7.391 -3.482
O -0.327 -7.241 -2.656
H 1.589 -6.695 -3.147
H 1.199 -8.413 -3.405
H 0.559 -7.168 -4.520
H -0.990 -7.867 -2.974
```

Computed properties:
E_tot ... -2646.72134 hartree
Highest occupied orbital energy ... -0.4266 hartree
HOMO-LUMO gap ... 7.1 eV
Total charge ... +1

=====

Record 7
Density functional theory data (ωB97M-V with the def2-TZVPD basis set) for the ion C4H11N2 with charge +1.

```
17
Properties=species:S:1:pos:R:3
C 0.689 -1.657 -0.686
C -0.057 -0.920 0.163
N -1.436 -1.086 0.252
C 0.577 0.153 0.991
C 0.826 1.426 0.180
N -0.355 1.634 -0.743
H 0.193 -2.483 -1.174
H 1.728 -1.386 -0.778
H -1.950 -0.680 1.023
H -1.822 -1.992 -0.004
H 1.474 -0.266 1.429
H -0.040 0.468 1.837
H 1.049 2.302 0.780
H 1.690 1.320 -0.475
H -1.253 1.359 -0.347
H -0.499 2.600 -1.056
H -0.160 1.000 -1.517
```

Computed properties:
E_tot ... -268.25479 hartree
Highest occupied orbital energy ... -0.4540 hartree
HOMO-LUMO gap ... 8.8 eV
Total charge ... +1
SMILES ... C=C(N)CC[NH3+]

=====

Record 8
Density functional theory data (ωB97M-V with the def2-TZVPD basis set) for a structure of composition C28H37BN19O2STl.

```
89
Properties=species:S:1:pos:R:3
Tl 0.638 -0.200 -1.247
C -2.667 0.840 0.489
C -1.619 1.727 1.061
C -1.717 2.634 2.131
C -0.451 3.180 2.247
C 0.028 4.192 3.230
N 0.327 2.610 1.302
N -0.383 1.734 0.597
B 1.800 2.919 0.951
N 1.884 3.232 -0.547
N 1.365 2.403 -1.453
C 1.528 2.931 -2.649
C 1.078 2.206 -3.866
C 2.182 4.167 -2.523
C 2.398 4.319 -1.166
C 3.076 5.445 -0.457
N 2.673 1.689 1.275
N 2.579 0.562 0.572
C 3.514 -0.268 0.993
C 3.707 -1.602 0.366
C 4.244 0.335 2.028
C 3.675 1.587 2.176
C 4.054 2.655 3.147
H -3.643 1.329 0.514
H -2.399 0.591 -0.543
H -2.736 -0.091 1.058
H -2.586 2.871 2.717
H -0.789 4.482 3.891
H 0.840 3.787 3.834
H 0.403 5.077 2.719
H 2.173 3.851 1.593
H 0.238 1.562 -3.609
H 0.801 2.893 -4.666
H 1.897 1.571 -4.202
H 2.479 4.841 -3.306
H 3.412 6.183 -1.185
H 2.399 5.928 0.248
H 3.940 5.082 0.100
H 2.797 -1.870 -0.164
H 4.521 -1.559 -0.359
H 3.948 -2.358 1.115
H 5.068 -0.075 2.585
H 4.875 2.300 3.770
H 4.370 3.559 2.627
H 3.212 2.915 3.790
N 3.171 -3.123 -3.274
C 2.082 -3.645 -2.685
N 1.673 -4.919 -2.934
N 0.626 -5.110 -2.191
N 0.418 -4.019 -1.510
N 1.300 -3.069 -1.772
C 3.539 -1.787 -3.378
N 4.647 -1.473 -4.057
N 4.700 -0.143 -3.972
N 3.697 0.300 -3.292
N 2.924 -0.707 -2.891
H 3.663 -3.730 -3.912
O -2.174 0.021 -2.505
O -2.832 -1.146 -2.884
C -1.312 -1.674 4.588
N -0.539 -1.897 3.401
C 0.029 -3.081 3.004
C 0.584 -2.839 1.780
N 0.367 -1.550 1.423
C -0.300 -1.011 2.399
H -0.985 -2.351 5.380
H -2.377 -1.848 4.396
H -1.188 -0.644 4.921
H -0.008 -3.955 3.626
H 1.117 -3.512 1.140
H -0.628 0.006 2.439
N -1.879 -3.615 -0.091
C -2.740 -2.947 -0.762
S -2.194 -2.554 -2.399
N -4.008 -2.733 -0.249
C -5.229 -2.386 -0.829
C -6.339 -3.170 -0.495
C -7.591 -2.873 -0.995
C -7.756 -1.800 -1.852
C -6.667 -0.999 -2.155
C -5.415 -1.268 -1.637
H -0.408 -3.849 -0.902
H -2.186 -3.950 0.822
H -4.138 -3.270 0.606
H -6.218 -4.024 0.160
H -8.443 -3.481 -0.716
H -8.731 -1.582 -2.269
H -6.798 -0.141 -2.798
H -4.586 -0.621 -1.865
```

Computed properties:
E_tot ... -2875.55214 hartree
Highest occupied orbital energy ... -0.0635 hartree
HOMO-LUMO gap ... 5.6 eV
Total charge ... -2

=====

What did the seventh record say?
Density functional theory data (ωB97M-V with the def2-TZVPD basis set) for the ion C4H11N2 with charge +1.

```
17
Properties=species:S:1:pos:R:3
C 0.689 -1.657 -0.686
C -0.057 -0.920 0.163
N -1.436 -1.086 0.252
C 0.577 0.153 0.991
C 0.826 1.426 0.180
N -0.355 1.634 -0.743
H 0.193 -2.483 -1.174
H 1.728 -1.386 -0.778
H -1.950 -0.680 1.023
H -1.822 -1.992 -0.004
H 1.474 -0.266 1.429
H -0.040 0.468 1.837
H 1.049 2.302 0.780
H 1.690 1.320 -0.475
H -1.253 1.359 -0.347
H -0.499 2.600 -1.056
H -0.160 1.000 -1.517
```

Computed properties:
E_tot ... -268.25479 hartree
Highest occupied orbital energy ... -0.4540 hartree
HOMO-LUMO gap ... 8.8 eV
Total charge ... +1
SMILES ... C=C(N)CC[NH3+]

=====

Q: Among the records above, which one has the lowest E_tot?
A: C28H37BN19O2STl

=====

Q: total charge of number 4 (C5H8N2)?
A: 0